(1)
{"formula": "C27H43LuNOP2Si2", "method": "wB97M-V/def2-TZVPD", "elements": ["Lu", "P", "P", "Si", "Si", "O", "N", "C", "C", "C", "C", "C", "C", "C", "C", "C", "C", "C", "C", "C", "C", "C", "C", "C", "C", "C", "C", "C", "C", "C", "C", "C", "C", "C", "H", "H", "H", "H", "H", "H", "H", "H", "H", "H", "H", "H", "H", "H", "H", "H", "H", "H", "H", "H", "H", "H", "H", "H", "H", "H", "H", "H", "H", "H", "H", "H", "H", "H", "H", "H", "H", "H", "H", "H", "H", "H", "H"], "positions_angstrom": [[-0.156, 0.155, 0.095], [1.345, -1.213, -1.837], [0.933, 2.615, 0.208], [0.130, -2.481, 1.708], [2.197, -0.426, 2.911], [-2.098, 0.605, 1.138], [-1.216, 0.943, -1.662], [2.659, 3.099, -0.074], [-3.646, -1.329, -3.289], [1.138, 0.683, 4.002], [-3.665, 4.153, -0.629], [1.305, -1.078, 1.430], [-4.250, 2.960, -1.018], [-1.182, -2.626, 0.330], [-1.434, 3.317, -1.138], [-3.427, 1.883, -1.447], [-0.788, -2.332, 3.340], [-2.278, 4.332, -0.688], [0.629, -0.512, -3.406], [-2.806, -2.025, -4.157], [1.040, -4.120, 1.752], [-1.432, -1.739, -4.218], [-2.982, 0.023, 0.501], [2.878, -1.838, 3.973], [-3.124, -0.280, -2.485], [-1.723, -0.039, -2.523], [0.423, 3.591, 1.665], [-2.019, 2.074, -1.492], [-0.872, -0.760, -3.407], [0.071, 3.504, -1.175], [-3.895, 0.558, -1.643], [3.117, -0.837, -2.027], [1.308, -3.007, -2.196], [3.684, 0.567, 2.322], [3.600, 1.627, 2.595], [1.777, 1.471, 4.430], [3.296, -2.648, 3.359], [0.315, 1.169, 3.459], [1.120, -1.015, -4.251], [-0.783, -2.296, -4.901], [1.522, -3.580, -1.282], [0.704, 0.116, 4.839], [0.393, -4.862, 2.243], [-1.658, -1.715, -0.107], [2.768, 4.186, 0.049], [-1.387, -3.244, 3.466], [-2.021, -3.146, 0.824], [-3.202, -2.812, -4.800], [3.694, -1.427, 4.587], [-4.093, 0.288, 0.395], [-0.834, -3.265, -0.491], [2.957, 2.813, -1.092], [0.329, -3.328, -2.582], [0.862, 3.141, 2.566], [1.266, -4.480, 0.740], [0.494, 3.119, -2.116], [3.644, -1.160, -1.118], [3.270, 0.244, -2.152], [3.811, 0.492, 1.233], [2.089, -1.419, 0.724], [-5.331, 2.820, -0.981], [-0.114, -2.248, 4.201], [-4.715, -1.548, -3.257], [-1.469, -1.470, 3.350], [-4.289, 4.981, -0.270], [1.978, -4.054, 2.316], [2.125, -2.265, 4.648], [4.598, 0.174, 2.792], [0.764, 4.633, 1.568], [2.079, -3.239, -2.947], [0.867, 0.564, -3.444], [0.327, 4.567, -1.078], [3.313, 2.578, 0.636], [-1.829, 5.279, -0.363], [3.521, -1.375, -2.896], [-4.956, 0.338, -1.534], [-0.670, 3.579, 1.779]], "mulliken_charge": [0.786, 1.024, 0.918, 0.306, 0.463, -0.599, 0.402, -1.180, -1.189, -0.956, -0.850, 0.238, -1.126, -0.695, -0.432, 1.430, -1.052, -0.602, -1.090, -0.921, -1.106, -0.407, -0.110, -1.286, 1.632, 0.133, -1.378, 0.840, -0.018, -1.269, -2.105, -1.330, -1.399, -1.281, 0.356, 0.415, 0.320, 0.155, 0.614, 0.442, 0.125, 0.374, 0.390, 0.141, 0.465, 0.416, 0.471, 0.397, 0.379, 0.316, 0.216, 0.359, 0.342, 0.292, 0.287, 0.386, 0.372, 0.305, 0.228, -0.303, 0.475, 0.254, 0.470, 0.247, 0.381, 0.258, 0.322, 0.444, 0.467, 0.519, 0.300, 0.629, 0.264, 0.415, 0.493, 0.632, 0.386], "total_charge": 1, "de_lowest_kcal_mol": 8.4, "lumo_ha": [-0.1522, -0.1415], "gap_ha": [0.232, 0.203], "energy_ha": -3681.681003, "max_force_ev_per_a": 2.4}

=====

(2)
{"formula": "BrNO5S", "method": "wB97M-V/def2-TZVPD", "elements": ["Br", "S", "O", "O", "O", "O", "O", "N"], "positions_angstrom": [[0.620, 1.929, -0.887], [-2.128, 0.047, 0.533], [1.300, -1.528, 0.108], [1.390, 0.312, -1.045], [-2.120, 0.422, -0.870], [-1.465, -1.158, 0.917], [1.153, 0.365, 1.074], [1.249, -0.389, 0.171]], "mulliken_charge": [0.152, 0.728, -0.487, -0.327, -0.361, -0.344, -0.510, 1.149], "de_lowest_kcal_mol": 6.0, "lumo_ha": -0.0503, "gap_ha": 0.349, "energy_ha": -3402.948558, "max_force_ev_per_a": 3.8}

=====

(3)
{"formula": "C27H31IN2O5S", "method": "wB97M-V/def2-TZVPD", "elements": ["I", "S", "O", "O", "O", "O", "O", "N", "N", "C", "C", "C", "C", "C", "C", "C", "C", "C", "C", "C", "C", "C", "C", "C", "C", "C", "C", "C", "C", "C", "C", "C", "C", "C", "C", "C", "H", "H", "H", "H", "H", "H", "H", "H", "H", "H", "H", "H", "H", "H", "H", "H", "H", "H", "H", "H", "H", "H", "H", "H", "H", "H", "H", "H", "H", "H", "H"], "positions_angstrom": [[3.298, -0.269, 3.560], [5.474, 1.153, 1.240], [6.850, 3.702, -3.722], [-1.228, -1.662, 2.652], [0.103, 0.738, 3.968], [-1.305, 3.922, 0.198], [5.520, 5.130, -2.383], [-4.383, 2.397, -3.026], [1.278, 3.876, -1.422], [-2.846, 1.031, -1.428], [0.875, -1.782, -2.244], [-1.406, 0.693, 1.952], [1.780, 3.013, -0.329], [0.121, -2.590, -1.079], [1.179, 1.495, 1.807], [3.295, 2.666, -0.204], [-2.133, -4.644, 2.582], [-0.191, -1.816, 0.221], [-1.382, -3.885, 1.367], [-0.870, 2.795, 0.526], [4.454, 3.165, -1.177], [3.708, 1.702, 0.972], [-0.313, -4.072, -1.163], [-4.120, 1.055, -2.426], [-1.843, 1.559, 0.896], [2.661, 1.101, 1.987], [-0.948, -5.273, 3.507], [-0.943, -2.376, 1.455], [-2.227, -0.616, 2.419], [4.289, 4.663, -1.722], [-0.016, 0.936, 2.740], [0.704, 2.457, 0.655], [-1.054, -4.701, 0.065], [-3.060, -5.848, 1.996], [5.776, 4.327, -3.539], [-3.214, 1.330, 0.101], [3.505, 4.615, -2.573], [-5.372, 2.677, -2.922], [-3.916, 0.575, 0.584], [4.966, 4.198, -4.346], [-2.370, -6.723, 1.688], [-3.574, -5.523, 1.012], [-0.119, -4.697, -2.092], [-1.335, -5.809, -0.056], [-0.193, -4.420, 3.717], [1.648, 4.833, -1.356], [5.636, 1.391, 2.617], [3.914, 5.408, -0.947], [-5.051, 0.764, -1.820], [-3.994, 0.289, -3.282], [-1.336, -5.589, 4.547], [-4.184, 2.421, -4.037], [5.501, 3.112, -0.687], [0.868, -0.667, -1.937], [1.542, 3.423, -2.314], [-0.357, -6.089, 2.974], [-2.105, 1.811, -1.858], [0.239, -1.834, -3.199], [-2.296, 0.019, -1.540], [-2.886, -0.995, 1.553], [1.961, -2.094, -2.394], [-3.873, -6.173, 2.726], [-2.733, -3.909, 3.228], [-3.778, 2.342, 0.106], [-2.860, -0.424, 3.360], [0.162, -0.720, 0.298], [4.507, 2.414, -2.055]], "mulliken_charge": [0.145, -0.283, -0.458, -0.400, -0.529, -0.547, -0.366, -0.560, -0.422, -0.037, -1.010, 0.072, -0.152, 0.318, 0.824, 0.285, 0.316, 0.151, 0.364, -0.320, -0.455, 0.178, -0.686, -0.589, 0.812, -0.990, -1.100, 0.127, -0.824, -0.494, 0.217, 0.362, -0.343, -1.246, 0.188, -0.820, 0.191, 0.223, 0.413, 0.343, 0.243, 0.357, 0.306, 0.109, 0.296, 0.272, 0.166, 0.317, 0.291, 0.310, 0.321, 0.216, 0.367, 0.133, 0.307, 0.305, 0.200, 0.303, 0.121, 0.339, 0.343, 0.326, 0.354, 0.296, 0.287, -0.098, 0.318], "lumo_ha": -0.0426, "gap_ha": 0.266, "smiles": "Cc1ccc(C(C)C)c(OCC2=C(CCCN)C(=O)c3c(N)c(CCOC=O)c(S)c(I)c3C2=O)c1", "energy_ha": -2228.574448, "max_force_ev_per_a": 5.2}

=====

(4)
{"formula": "C47H59AsLuN8O2P2STe", "method": "wB97M-V/def2-TZVPD", "elements": ["Lu", "Te", "As", "S", "P", "P", "O", "O", "N", "N", "N", "N", "N", "N", "N", "N", "C", "C", "C", "C", "C", "C", "C", "C", "C", "C", "C", "C", "C", "C", "C", "C", "C", "C", "C", "C", "C", "C", "C", "C", "C", "C", "C", "C", "C", "C", "C", "C", "C", "C", "C", "C", "C", "C", "C", "C", "C", "C", "C", "C", "C", "C", "C", "H", "H", "H", "H", "H", "H", "H", "H", "H", "H", "H", "H", "H", "H", "H", "H", "H", "H", "H", "H", "H", "H", "H", "H", "H", "H", "H", "H", "H", "H", "H", "H", "H", "H", "H", "H", "H", "H", "H", "H", "H", "H", "H", "H", "H", "H", "H", "H", "H", "H", "H", "H", "H", "H", "H", "H", "H", "H", "H"], "positions_angstrom": [[-1.020, -2.468, -1.534], [3.816, -0.372, 0.712], [-5.758, -1.443, -0.793], [-2.300, -4.157, -3.072], [1.668, 0.870, -1.341], [0.753, 0.258, 1.644], [1.331, -2.396, -1.207], [-2.132, -0.403, -1.834], [-2.119, -2.403, 0.667], [-1.505, -6.009, 1.310], [-0.780, -0.271, -2.214], [-0.007, 2.974, 2.747], [-0.630, -3.714, -3.169], [-2.515, -3.228, 2.672], [7.082, 3.196, -0.616], [-0.772, -4.583, -0.206], [2.013, 2.699, -1.206], [1.063, -2.610, 2.004], [-7.652, -1.065, -1.010], [2.644, 3.227, -0.031], [0.670, -1.416, 2.550], [-1.013, 4.625, 4.362], [-5.535, -2.553, -2.433], [1.633, 1.197, 2.980], [1.913, 3.276, 4.201], [6.050, 1.994, 1.164], [1.036, -3.750, 2.862], [0.263, -1.391, 3.887], [0.412, -2.449, 4.737], [-0.934, 1.942, -1.056], [-1.742, 1.531, -3.660], [-2.602, 2.175, -2.791], [-2.113, -3.475, 1.426], [3.511, 1.520, 4.535], [1.370, -3.186, -4.538], [1.903, 3.525, -2.319], [6.989, 2.880, 0.689], [2.797, 0.762, 3.625], [-1.409, -4.682, 0.930], [5.338, 1.629, -1.042], [5.271, 1.295, 0.283], [2.454, 4.830, -2.252], [1.163, 2.477, 3.333], [0.533, 5.445, 2.380], [-0.162, 0.924, -1.746], [-0.906, -3.189, -5.551], [3.019, 5.343, -1.087], [3.041, 2.797, 4.778], [-0.793, -6.718, 0.331], [-5.210, 0.188, -1.768], [-2.114, 2.474, -1.507], [-2.869, -1.852, 2.686], [-0.344, -5.837, -0.567], [6.276, 2.551, -1.463], [0.718, -3.727, 4.157], [-0.577, 0.755, -3.276], [-0.501, 4.357, 2.918], [-2.586, -1.343, 1.454], [-1.765, 4.311, 2.105], [0.177, -5.378, -4.707], [3.075, 4.537, 0.070], [1.838, 0.098, 0.259], [-0.019, -3.872, -4.525], [0.142, -2.490, 5.737], [-0.830, -2.119, -5.302], [3.369, 6.413, -1.109], [3.196, -0.250, 3.509], [-1.926, 1.490, -4.751], [1.677, 4.329, 4.398], [1.977, -3.549, -3.659], [0.122, -6.126, -1.490], [0.506, 6.273, 3.062], [-1.499, 5.622, 4.377], [-2.604, 3.242, -0.866], [-1.727, 3.874, 4.716], [3.658, 3.538, 5.292], [-1.568, 4.026, 1.067], [6.009, 1.768, 2.217], [0.017, -0.449, 4.368], [-2.261, -3.773, 3.471], [4.790, 1.030, -1.769], [-8.270, -1.666, -0.326], [-0.703, -5.880, -4.353], [-7.931, -1.182, -2.052], [-2.891, -0.463, 0.911], [1.079, -5.581, -4.091], [0.223, 5.798, 1.398], [2.293, 5.552, -3.110], [1.499, 4.993, 2.250], [-0.259, 4.722, 5.172], [0.417, -5.624, -5.747], [1.580, -2.684, 1.082], [1.629, -1.654, -0.679], [-7.966, -0.018, -0.802], [-5.526, -3.644, -2.163], [-1.916, -3.425, -5.367], [-4.168, 0.497, -1.599], [2.787, 2.528, 0.812], [-3.527, 2.698, -3.146], [1.452, 3.189, -3.270], [1.406, -2.101, -4.451], [-4.651, -2.394, -3.036], [0.257, 0.723, -4.016], [1.945, -3.563, -5.388], [-5.213, -0.115, -2.855], [7.642, 3.310, 1.464], [1.499, -4.689, 2.492], [-3.404, -1.454, 3.558], [-0.266, 2.508, 1.914], [-0.725, -3.421, -6.620], [3.628, 4.806, 0.938], [-6.346, -2.346, -3.109], [-2.454, 3.550, 2.475], [-1.733, -6.319, 2.225], [1.942, -2.472, -1.941], [4.357, 1.026, 5.087], [0.712, -4.622, 4.831], [6.345, 2.836, -2.570], [-0.517, 2.425, -0.137], [-2.299, 5.264, 2.086], [-0.609, -7.727, 0.521], [-5.805, 1.048, -1.596]], "mulliken_charge": [1.884, 0.281, 0.254, -0.659, -0.760, 1.032, -0.160, -0.140, 0.405, -0.021, 0.426, 0.080, -0.116, 0.113, -0.662, 0.806, 0.833, -0.662, -1.134, 1.209, 0.774, -1.686, -1.147, -0.087, -0.356, -0.175, -0.399, -0.879, -0.800, 0.561, -1.057, -0.851, -0.041, -0.967, -1.467, -0.744, -0.327, -0.040, -0.568, -0.128, 0.099, -0.690, 1.140, -1.435, 1.548, -1.393, -0.930, -1.001, -0.821, -0.606, -0.231, -1.210, -0.543, -0.337, -0.708, -0.599, 1.708, -0.498, -1.903, -1.695, -0.938, -0.813, 1.405, 0.502, 0.180, 0.285, 0.320, 0.370, 0.298, 0.192, 0.273, 0.407, 0.487, 0.274, 0.337, 0.285, 0.358, 0.405, 0.390, 0.324, 0.315, 0.356, 0.367, 0.332, 0.588, 0.279, 0.421, 0.269, 0.115, 0.344, 0.426, 0.434, -0.142, 0.334, 0.344, 0.479, -0.395, -0.304, 0.343, 0.337, 0.221, 0.222, 0.479, 0.409, 0.271, 0.320, 0.285, 0.362, -0.426, 0.342, 0.587, 0.511, 0.422, 0.220, 0.057, 0.317, 0.303, 0.295, -0.893, 0.501, 0.476, 0.614], "total_charge": -1, "lumo_ha": 0.0688, "gap_ha": 0.173, "energy_ha": -7235.044035, "max_force_ev_per_a": 3.6}